Here is C42H41Cl3N4O4S3Ti as an isolated structure from OMol25. Energies are from the ωB97M-V functional and the def2-TZVPD basis.

## Properties
E_HOMO (alpha / beta): -14.891 / -14.891 eV
total charge: +3
orbital gap (alpha / beta): 7.5 / 4.3 eV
LUMO level (alpha / beta): -7.40 / -10.55 eV
2S+1: 2
total energy: -5568.81956 a.u.

CARTESIAN COORDINATES (ANGSTROEM)
Ti (-1.70, 1.01, -0.80)
C (-4.99, -1.46, -2.16)
C (-4.25, -1.39, -3.35)
C (-3.04, -0.71, -3.38)
C (-2.62, -0.13, -2.19)
N (-3.32, -0.22, -1.09)
C (-4.51, -0.85, -1.03)
C (-1.23, 2.03, -2.57)
C (-0.43, 1.47, -3.57)
C (-0.06, 2.25, -4.66)
C (-0.52, 3.56, -4.73)
C (-1.33, 4.02, -3.71)
N (-1.66, 3.29, -2.65)
H (-5.94, -1.97, -2.14)
H (-4.63, -1.85, -4.25)
H (-2.47, -0.61, -4.30)
H (-5.05, -0.85, -0.09)
H (-0.12, 0.44, -3.51)
H (0.57, 1.84, -5.44)
H (-0.27, 4.20, -5.57)
H (-1.72, 5.03, -3.74)
O (-0.16, 2.00, 0.09)
S (0.96, 2.82, 0.72)
C (0.68, 4.57, 0.26)
C (-0.80, 4.89, 0.14)
C (-1.65, 4.57, 1.37)
C (-3.15, 4.68, 1.11)
S (-3.63, 3.76, -0.38)
O (-3.00, 2.37, -0.12)
C (-5.35, 3.56, -0.08)
C (-5.83, 2.80, 1.00)
C (-7.19, 2.71, 1.19)
C (-8.07, 3.36, 0.32)
C (-7.58, 4.10, -0.75)
C (-6.21, 4.20, -0.96)
C (2.43, 2.49, -0.22)
C (2.38, 1.73, -1.38)
C (3.55, 1.51, -2.08)
C (4.75, 2.05, -1.63)
C (4.78, 2.80, -0.46)
C (3.62, 3.02, 0.26)
H (1.20, 4.76, -0.67)
H (1.16, 5.12, 1.07)
H (-1.18, 4.35, -0.73)
H (-0.88, 5.95, -0.11)
H (-1.40, 5.24, 2.20)
H (-1.44, 3.56, 1.71)
H (-3.46, 5.71, 0.90)
H (-3.73, 4.30, 1.94)
H (-5.14, 2.30, 1.67)
H (-7.59, 2.13, 2.01)
H (-9.13, 3.29, 0.48)
H (-8.26, 4.60, -1.42)
H (-5.82, 4.76, -1.79)
H (1.43, 1.34, -1.73)
H (3.53, 0.93, -2.99)
H (5.66, 1.88, -2.19)
H (5.72, 3.22, -0.11)
H (3.65, 3.60, 1.17)
Cl (6.96, -4.53, 5.47)
C (5.69, -4.23, 4.35)
C (5.95, -4.30, 2.98)
C (4.92, -4.09, 2.09)
C (3.62, -3.82, 2.52)
C (2.52, -3.62, 1.50)
C (2.60, -2.22, 0.91)
N (1.45, -1.85, 0.10)
C (1.10, -2.37, -1.13)
C (0.02, -1.66, -1.55)
N (-0.29, -0.70, -0.60)
C (0.59, -0.86, 0.37)
O (2.62, -4.55, 0.42)
C (2.15, -5.85, 0.72)
C (3.16, -6.65, 1.51)
C (3.03, -7.00, 2.88)
Cl (1.71, -6.72, 3.84)
S (4.40, -7.85, 3.51)
C (5.12, -7.78, 1.98)
C (4.35, -7.13, 1.01)
C (3.41, -3.72, 3.89)
Cl (1.84, -3.30, 4.51)
C (4.42, -3.93, 4.81)
H (6.96, -4.50, 2.63)
H (5.11, -4.15, 1.02)
H (1.54, -3.74, 1.98)
H (3.51, -2.12, 0.32)
H (2.66, -1.51, 1.74)
H (1.65, -3.18, -1.58)
H (-0.55, -1.77, -2.45)
H (0.63, -0.28, 1.28)
H (1.97, -6.34, -0.23)
H (1.20, -5.80, 1.27)
H (6.10, -8.23, 1.82)
H (4.69, -7.01, -0.01)
H (4.23, -3.85, 5.87)
O (-1.92, 0.36, 1.54)
H (-2.51, -0.39, 1.70)
H (-2.21, 1.06, 2.14)



Here is C42H41ClN9O9P2Rb as an isolated structure from OMol25. Energies are from the ωB97M-V functional and the def2-TZVPD basis.

## Properties
E_HOMO: -2.672 eV
total charge: -2
orbital gap: 6.4 eV
LUMO level: 3.70 eV
2S+1: 1
relative energy (zero: lowest compared OMol25 entry of this formula, charge and spin): 0.000 eV
total energy: -3962.51049 a.u.

CARTESIAN COORDINATES (ANGSTROEM)
Rb (0.99, 0.04, 0.44)
O (-2.25, 4.82, -2.25)
C (-2.51, 5.01, -0.94)
C (-3.41, 6.02, -0.59)
C (-3.71, 6.26, 0.74)
C (-3.12, 5.49, 1.75)
C (-2.23, 4.49, 1.39)
C (-1.91, 4.24, 0.06)
C (-0.95, 3.11, -0.23)
O (-0.46, 2.48, 0.72)
N (-0.70, 2.95, -1.54)
N (0.11, 1.88, -1.79)
C (0.77, 1.91, -2.88)
C (1.72, 0.84, -3.20)
C (2.62, 1.00, -4.25)
C (3.56, 0.02, -4.50)
C (3.58, -1.10, -3.68)
C (2.64, -1.19, -2.66)
N (1.72, -0.26, -2.43)
H (-1.58, 4.06, -2.27)
H (-3.85, 6.61, -1.38)
H (-4.41, 7.05, 1.00)
H (-3.35, 5.68, 2.79)
H (-1.75, 3.88, 2.14)
H (0.72, 2.77, -3.55)
H (2.58, 1.91, -4.85)
H (4.27, 0.13, -5.31)
H (4.31, -1.89, -3.82)
H (2.63, -2.05, -2.00)
Cl (-0.98, 3.30, 7.10)
C (-0.50, 2.08, 5.92)
C (0.79, 1.54, 5.97)
C (1.16, 0.59, 5.06)
C (0.28, 0.10, 4.03)
O (0.68, -0.77, 3.20)
C (-1.04, 0.67, 4.02)
C (-2.12, 0.30, 3.14)
N (-2.16, -0.52, 2.16)
C (-3.43, -0.78, 1.63)
C (-4.39, -1.42, 2.37)
C (-5.64, -1.76, 1.82)
C (-5.94, -1.44, 0.53)
C (-4.98, -0.76, -0.27)
C (-5.25, -0.35, -1.60)
C (-4.30, 0.33, -2.29)
C (-3.06, 0.59, -1.66)
N (-2.77, 0.22, -0.45)
C (-3.72, -0.44, 0.27)
C (-1.39, 1.65, 4.97)
H (1.49, 1.89, 6.72)
H (2.16, 0.17, 5.09)
H (-3.06, 0.82, 3.39)
H (-4.15, -1.69, 3.39)
H (-6.37, -2.27, 2.43)
H (-6.91, -1.68, 0.09)
H (-6.21, -0.58, -2.04)
H (-4.47, 0.67, -3.30)
H (-2.29, 1.14, -2.20)
H (-2.39, 2.07, 4.95)
N (5.75, 0.99, 1.08)
C (4.50, 0.97, 1.94)
C (4.90, 1.42, 3.35)
P (4.17, -0.89, 1.97)
O (3.31, -1.11, 3.28)
O (5.58, -1.39, 2.20)
O (3.45, -1.32, 0.73)
P (3.54, 2.30, 1.06)
O (2.20, 2.37, 1.96)
O (4.42, 3.50, 1.27)
O (3.29, 1.82, -0.33)
H (6.31, 0.17, 1.40)
H (6.18, 1.91, 1.17)
H (5.45, 0.86, 0.11)
H (5.56, 0.69, 3.82)
H (3.99, 1.51, 3.95)
H (5.36, 2.40, 3.30)
H (2.31, -1.01, 3.19)
H (1.35, 2.51, 1.49)
N (-1.13, -1.65, -2.73)
C (-0.45, -2.41, -3.66)
C (0.05, -1.82, -4.83)
C (0.73, -2.57, -5.77)
C (0.92, -3.93, -5.59)
C (0.41, -4.53, -4.45)
C (-0.26, -3.78, -3.49)
H (-0.74, -0.73, -2.57)
H (-1.28, -2.10, -1.83)
H (-0.08, -0.75, -4.97)
H (1.12, -2.07, -6.65)
H (1.45, -4.52, -6.33)
H (0.56, -5.59, -4.28)
H (-0.61, -4.26, -2.58)
N (-1.62, -2.97, 0.43)
C (-0.50, -3.76, 0.21)
C (-0.58, -5.15, 0.08)
C (0.58, -5.85, -0.16)
C (1.79, -5.17, -0.24)
C (1.77, -3.79, -0.09)
N (0.64, -3.09, 0.09)
H (-2.45, -3.45, 0.75)
H (-1.43, -2.12, 0.95)
H (-1.54, -5.66, 0.17)
H (0.55, -6.93, -0.28)
H (2.73, -5.68, -0.40)
H (2.68, -3.20, -0.09)



Look up the 2S+1 of the second one. 1